Entry 1:
# C10H9O3P

A gas-phase ion, C10H9O3P (charge -2) (the ωB97M-V functional and the def2-TZVPD basis, the Open Molecules 2025 dataset).

```
23
C10H9O3P, DFT the ωB97M-V functional and the def2-TZVPD basis
C 1.91994 1.14384 0.70794
C 1.16506 2.28942 0.59157
C 1.37784 -0.09529 0.38294
C -0.16071 2.29915 0.09341
C -0.00934 -0.13517 -0.22401
C -0.69246 1.08813 -0.29682
C -0.42492 -1.30773 -0.75900
C -3.06315 0.39478 0.19838
C -2.05916 0.92027 -0.81477
C -0.17525 -2.54625 0.00543
O -5.63870 -0.07520 -1.12148
O -5.27797 -1.00794 1.16649
O -4.13178 1.34884 0.59355
P -4.73324 -0.17496 0.06278
H 2.97839 1.31664 1.12104
H 1.60977 3.16622 0.88698
H 2.05005 -0.90492 0.28184
H -0.73705 3.22330 0.29577
H -2.54396 1.92330 -1.33967
H -1.97542 0.20734 -1.66827
H 0.61850 -2.31694 0.77697
H 0.01126 -3.61760 -0.70174
H -1.02496 -2.81860 0.51345
```

As for the charge: -2. As for the LUMO energy (alpha / beta): 5.96 / 5.98 eV. The frontier orbital gap (alpha / beta) comes out at 5.5416 / 5.1038 eV. For the energy relative to the best compared isomer or geometry (same formula, charge and spin), the calculation gives 5.059 eV. The calculation puts the total energy at -25942.1510 eV. The molar mass comes out at 208.15 Da. For the HOMO energy (alpha / beta), the calculation gives 0.42 / 0.87 eV.

---

Entry 2:
# C14H15IN3O3

A molecular structure, C14H15IN3O3 (the ωB97M-V functional and the def2-TZVPD basis, the Open Molecules 2025 dataset).

```
36
C14H15IN3O3, DFT the ωB97M-V functional and the def2-TZVPD basis
C 1.31209 -2.32145 0.18610
C 2.91143 -2.57881 -0.07740
O 3.59906 -1.51613 -0.82632
C 3.43339 -0.19243 -0.20760
C 2.52961 0.70361 -1.28865
O 2.31551 2.09418 -0.85919
C 0.92021 2.53554 -1.15278
C -0.01243 2.11083 0.15524
C 0.13866 3.01545 1.53438
C -0.78055 2.58230 2.83204
C -1.83609 1.31061 2.70724
C -1.99209 0.38982 1.32137
N -3.00505 -0.71905 1.37502
C -3.00364 -1.40700 0.03864
O -3.96813 -2.54607 -0.12023
C -4.96165 -2.10110 -1.15153
N -5.75842 -1.45471 -1.97803
C -2.07651 -1.05947 -1.25257
N -1.09945 0.08161 -1.24961
C -1.06443 0.82214 0.05709
H 0.84173 -3.29612 0.65311
H 0.78678 -2.10842 -0.83762
H 1.14803 -1.44871 0.97238
H 2.97890 -3.55745 -0.75778
H 3.44724 -2.87019 0.93399
H 4.48778 0.32372 -0.17255
H 2.98605 -0.19854 0.87359
H 3.11931 0.60954 -2.32060
H 1.53441 0.09848 -1.43801
H 0.54396 2.08046 -2.16561
H 0.92309 3.70366 -1.25915
H 0.89820 3.92939 1.52417
H -0.66713 3.19858 3.84667
H -2.51780 1.03396 3.64138
H -2.15365 -1.70647 -2.24541
I -5.95842 0.45825 -1.29175
```

As for the charge: -1. As for the LUMO energy: 1.34 eV. The frontier orbital gap comes out at 3.7435 eV. The calculation puts the total energy at -33457.8877 eV. The molar mass comes out at 400.20 Da. For the HOMO energy, the calculation gives -2.40 eV.